[1]
Density functional theory data (ωB97M-V/def2-TZVPD) for 12 unconnected molecules or ions with the total composition C62H137F6N7O18S2 in a non-equilibrium geometry.

E_HOMO (spin up / spin down) = -9.10 / -9.06 eV
Multiplicity = 2
E_LUMO (spin up / spin down) = -0.205 / -0.206 Ha
Total energy = -5576.4535 Eh
Net charge = +3
Kohn-Sham gap (spin up / spin down) = 3.51 / 3.46 eV

```
232
C62H137F6N7O18S2 | OMol25 | ωB97M-V/def2-TZVPD
S 1.08088 -5.53052 0.80749
S 1.79853 1.66772 4.23043
F 0.44849 -0.35843 5.34731
F 1.82469 -7.51596 2.42913
F 0.13795 -0.20700 3.19018
F -0.28193 -7.06227 2.47972
F -0.88810 1.06744 4.55084
F 0.58027 -8.25514 0.88456
O -3.26994 -6.85312 3.79000
O -4.50223 -1.99526 7.51276
O 5.93130 8.47421 -3.81950
O 0.98397 -4.54437 1.88253
O 2.91740 0.76334 4.10123
O -2.00836 -1.12829 0.68147
O 1.85287 0.40830 0.23473
O 3.68497 -9.19011 -0.11383
O 0.67934 -0.74496 -3.88328
O 2.41380 -5.56154 0.18893
O 3.35703 -4.75700 -3.37331
O -4.40739 -7.36998 2.05668
O -0.06225 -5.36862 -0.10363
O 4.93536 5.61680 -0.65456
O 0.97581 1.12101 -2.77216
O 1.81407 2.45182 5.45919
O -3.70261 -3.80220 6.42231
O 1.56253 2.43307 3.00041
N 4.26947 -6.60905 -1.27925
N -7.90466 4.93947 1.61768
N 0.29304 -1.44828 -1.06422
N -2.79766 2.86216 -2.70875
N 6.57476 2.48233 3.35525
N -1.88418 -7.03680 -2.64377
N 4.54323 8.13786 -1.42708
C -1.01890 -7.92959 -1.77755
C -0.96038 -6.02863 -3.32752
C 0.80281 -7.23096 1.67522
C 0.28527 0.50638 4.32178
C 7.66494 2.81102 4.49080
C -4.63012 -4.42702 -1.44686
C -2.62782 1.40302 -3.16984
C 1.29391 0.35414 -3.67660
C 5.22415 3.26381 3.68345
C 5.36989 4.83014 3.73035
C 5.31162 6.62716 0.33479
C -3.48393 -1.63865 5.43401
C 2.76769 -3.50695 -3.48670
C -2.72325 2.83355 -1.17719
C 5.39920 -7.58702 -0.89736
C -3.49559 -8.94119 -3.21417
C -9.09482 3.69858 3.49856
C 7.17451 2.82528 1.95795
C 6.28038 0.93810 3.44076
C -1.17068 2.88249 0.86778
C -5.85021 3.42974 1.71184
C -3.53793 -5.07894 2.15718
C -6.45495 4.75723 2.11026
C -2.58058 -9.85628 -2.48997
C -3.34725 4.71921 -5.05459
C 4.65254 9.51437 -2.15652
C -0.97124 -2.35404 -1.21931
C -8.90619 3.80525 1.94794
C -1.73407 3.82620 -3.30012
C 2.50778 -0.81016 -0.08323
C -7.96182 5.17294 0.05900
C 2.61130 1.61618 0.04254
C -4.39933 3.33975 2.20388
C 2.48313 -5.88492 -2.97896
C 3.26553 -7.03955 -2.42003
C 2.50873 0.79252 -4.51571
C -1.97359 4.09791 -4.76835
C -1.35411 2.36035 -0.57932
C -3.72685 -6.53278 2.70052
C -4.50958 3.73670 -4.53726
C -2.59316 -1.23900 1.89664
C -3.49724 -4.99220 -2.34223
C 3.69036 4.94446 -0.32076
C -8.77262 6.16096 3.73668
C 3.97465 5.51309 3.59350
C -9.72000 4.98841 4.14236
C -1.73455 -2.42815 0.11242
C -2.84652 -6.19470 -1.66055
C -2.63667 -7.83380 -3.82284
C 5.40938 0.48058 2.23768
C 4.93104 -8.60120 0.14927
C -1.88154 -9.19335 -1.38408
C -8.48046 6.28771 2.20973
C 5.84426 9.63389 -3.02453
C 5.69672 7.82990 -0.42168
C 3.13050 -10.11122 0.77581
C 7.07393 8.45089 -4.67739
C -4.25458 3.29794 -3.07390
C 6.42841 2.35498 0.78332
C -3.94781 -2.57268 6.55927
C 1.46161 -1.90417 -0.12834
C 6.07323 0.86492 0.91158
H -2.16339 -5.94749 -0.84795
H -3.30725 -10.52576 -2.02971
H 1.03831 -2.06946 0.86242
H -2.57050 -3.12385 0.18518
H 1.90409 -6.08703 -3.88004
H 1.70771 -5.56534 -2.28277
H -3.51406 -1.81538 1.80817
H -9.72551 2.85719 3.78563
H -7.80162 6.20087 4.23028
H 3.28092 0.04055 -4.35333
H -2.95964 1.37859 -4.20782
H 4.42420 0.94355 2.29404
H -0.14522 2.62223 1.13006
H -1.84657 2.30257 1.49625
H -8.99619 5.38448 -0.21196
H 5.73736 10.51392 -3.65875
H 5.78195 -8.03025 -1.81668
H -6.42352 4.90653 3.18953
H -5.79160 5.51038 1.68504
H 3.13431 -2.87325 -2.67917
H -1.38180 3.95177 0.88052
H 5.04039 -0.54331 2.17765
H -1.25802 -9.92470 -0.86982
H 5.72923 0.67575 4.34381
H -9.81848 4.76647 5.20497
H -2.54220 -1.13973 5.66273
H 0.07618 -0.52354 -0.72083
H -7.32015 6.00440 -0.23264
H -2.77431 -4.25592 -2.69345
H 2.80309 -0.66145 -1.12187
H -2.93130 3.79670 -0.71118
H 7.90753 3.87245 4.43965
H 4.59024 7.40653 -2.12209
H -1.52883 -5.37136 -3.98553
H -3.10961 0.69963 -2.49071
H -1.95127 -10.58273 -3.00410
H 2.05947 2.42410 -0.43792
H 7.41597 3.88362 1.85940
H -10.73146 5.13521 3.76352
H 4.54846 -5.65911 -1.47895
H -1.54301 -1.98461 -2.07061
H -3.00558 -4.42618 2.84899
H -0.74923 -3.37531 -1.52886
H -4.26556 3.82295 3.17172
H 3.92678 -7.40976 -3.20347
H -3.42946 5.66498 -4.51900
H -1.10116 -3.05758 0.73751
H -6.39646 2.65079 2.24377
H -3.22576 -2.13097 4.49642
H -1.82401 -8.32786 -4.35536
H 3.29673 1.29201 -0.74053
H -8.54131 2.88111 1.49970
H 7.09842 2.49500 5.36675
H -4.54162 2.83569 -5.14985
H 3.00306 -3.03639 -4.44131
H -0.18250 -8.27832 -2.38329
H 3.76083 -10.98831 0.92240
H 3.71244 -6.53615 -0.43989
H -3.48925 2.10827 -0.90276
H -0.78013 -7.45953 -0.82353
H 1.80887 -2.82485 -0.59723
H 6.22123 6.38110 0.88265
H -3.56116 -6.97783 -1.40735
H 4.57123 3.07350 2.83164
H 5.35590 0.55373 0.15217
H 5.83618 8.74137 0.15959
H 2.19678 -10.46256 0.33669
H 8.13475 2.31000 1.93513
H -9.91847 3.97405 1.58066
H -1.78454 3.13984 -5.25256
H 3.63375 7.99366 -1.01218
H -3.87947 4.01037 1.51968
H -0.60623 -5.38899 -2.51909
H 2.94551 1.72762 -4.16514
H 2.67883 -7.89108 -2.07538
H 4.78500 10.32027 -1.43467
H 4.89838 -8.17191 1.15064
H 4.14426 6.57530 3.76966
H 5.66170 -9.40954 0.17791
H 1.68492 -3.61150 -3.55580
H 3.67980 9.64268 -2.63131
H -4.21108 -0.84538 5.26058
H -4.50498 -4.58538 2.06072
H -9.29688 7.05144 4.08353
H -1.15572 4.80874 -4.88627
H 6.83441 2.57507 -0.20401
H 7.12047 7.50662 -5.21988
H -2.62770 -8.88247 -0.65284
H 5.52557 2.96252 0.72110
H 3.64828 3.96400 -0.79513
H 6.63535 7.68372 -0.95621
H -9.34418 6.51264 1.58405
H -2.97983 -5.13088 1.22233
H 8.57781 2.21572 4.47121
H 6.76448 9.86778 -2.48916
H -4.99404 2.59984 -2.68154
H -7.72720 7.03726 1.96711
H -4.34846 -8.54223 -2.66505
H 4.77917 2.81516 4.57160
H -3.20525 -7.10762 -4.40374
H -4.36140 4.19759 -2.46785
H 6.94564 9.29241 -5.35819
H 7.98799 8.62663 -4.11020
H -3.82724 -9.45356 -4.11727
H -0.80200 3.29064 -3.11973
H -5.44361 4.29168 -4.62503
H 5.69415 5.09477 4.73680
H -2.76879 -0.27426 2.37262
H 7.24310 0.42975 3.49430
H 4.60316 6.79846 1.14524
H 2.40936 0.83745 -5.60025
H -1.55753 1.20180 -3.12424
H 3.04687 2.16305 0.87880
H -0.53328 2.67159 -1.22544
H 3.53645 4.59229 0.69924
H -3.48665 5.14734 -6.04724
H -1.90887 -1.76251 2.56432
H -1.94259 4.74409 -2.75048
H -5.38018 -5.13064 -1.08572
H -7.85905 4.32857 -0.62258
H -1.24953 1.27587 -0.61216
H -0.18931 -6.55011 -3.89462
H -5.86322 3.21838 0.64261
H 3.38532 -0.93646 0.55086
H -4.22795 -4.21068 -0.45713
H 6.94603 0.21769 0.82552
H 2.79379 5.50150 -0.59272
H 5.95408 5.26831 2.92113
H 3.30591 5.46938 2.73385
H 6.14166 -6.95963 -0.40417
H -5.01628 -3.53362 -1.93757
H -3.92823 2.36028 2.28645
H 0.65049 -1.22993 -1.98326
H 3.22719 5.14695 4.29730
H 2.97703 -9.71253 1.77861
H -8.20520 3.32054 4.00231
H -3.97444 -5.38177 -3.24147
```

=====

[2]
Density functional theory data (ωB97M-V/def2-TZVPD) for a single C4H4N2O2 molecule in a non-equilibrium geometry.

Relative energy (zero: lowest compared OMol25 entry of this formula, charge and spin) = 54.65 kcal/mol
E_HOMO = -9.04 eV
E_LUMO = 0.011 Ha
Total energy = -414.7591 Eh
Structure (SMILES) = Oc1cnnc(O)c1
Kohn-Sham gap = 9.33 eV

```
12
C4H4N2O2 | OMol25 | ωB97M-V/def2-TZVPD
O 2.57339 -0.57718 -0.13811
O -2.26486 -0.59656 0.02319
N 0.19840 1.93954 -0.08932
N 1.35375 1.29864 0.11282
C -1.03080 -0.07004 0.02342
C 0.19567 -0.74005 -0.00240
C 1.34416 -0.02102 -0.01982
C -0.97970 1.35976 -0.00752
H -2.35886 -1.57949 -0.21675
H -1.79319 1.98817 -0.16540
H 0.10968 -1.82939 -0.15401
H 2.65236 -1.17239 0.63390
```

=====

[3]
Density functional theory data (ωB97M-V/def2-TZVPD) for a molecular structure, C12H18ClNa3O16 in a non-equilibrium geometry.

E_HOMO = -12.98 eV
E_LUMO = -0.267 Ha
Total energy = -2618.1400 Eh
Net charge = +2
Kohn-Sham gap = 5.71 eV

```
50
C12H18ClNa3O16 | OMol25 | ωB97M-V/def2-TZVPD
Cl -2.37407 -0.23603 0.52208
Na -4.04033 -5.70208 0.36011
Na -5.52091 0.12962 4.54553
Na -6.80815 1.08389 -2.88237
O 2.33865 4.48438 -4.22028
O 1.93628 7.68858 0.36726
O 2.92782 0.82215 6.39277
O 0.26912 -7.08701 -3.33332
O 0.35516 3.48349 -4.60170
O -1.06327 0.04725 0.01524
O -0.90911 -6.59302 -1.34802
O 1.18143 -5.88273 -1.84467
O -2.65025 0.48261 1.72324
O 0.39191 5.53397 -3.71533
O -2.60457 -1.61785 0.83512
O -3.21954 0.25947 -0.51808
O 2.29009 5.47227 0.54743
O 1.61739 -0.26409 4.85331
O 2.65964 -1.41052 6.33495
O 0.44707 6.23502 1.29930
C -1.00272 3.86827 -4.50292
C 1.31619 -5.08698 -0.69615
C -0.75157 -7.88895 -3.87361
C 1.58514 6.55293 0.63744
C 0.98897 -1.56658 4.81290
C 1.12365 4.52165 -4.14068
C -0.93866 5.36667 -4.15892
C 1.48275 4.35343 0.91527
C 2.40521 -0.19611 5.89983
C 0.28360 4.94309 1.71673
C 0.11605 -6.49499 -2.07243
C 2.15207 -2.34638 5.39280
H 0.44537 4.80997 2.78641
H 1.88085 -3.27742 5.89050
H -0.18025 -8.54151 -4.53381
H -1.48241 3.78340 -5.47801
H -1.60735 3.22187 -3.86678
H 0.02780 -1.72345 5.30243
H -1.06952 5.90321 -5.09865
H 0.77535 -1.76088 3.76184
H -1.21923 -8.49833 -3.10027
H 2.03493 3.79597 1.67186
H -1.57349 -7.26383 -4.22255
H 1.23888 -5.67070 0.22112
H 2.22326 -4.48807 -0.61471
H -1.67195 5.60766 -3.38932
H -0.51601 4.26950 1.40848
H 0.65212 -4.22275 -0.68118
H 1.19165 3.75625 0.05113
H 2.86497 -2.65630 4.62871
```

=====

[4]
Density functional theory data (ωB97M-V/def2-TZVPD) for 2 unconnected molecules or ions with the total composition C7H10FNO4 in a non-equilibrium geometry.

Relative energy (zero: lowest compared OMol25 entry of this formula, charge and spin) = 0.00 kcal/mol
E_HOMO = -9.95 eV
E_LUMO = 0.024 Ha
Total energy = -728.2781 Eh
Structure (SMILES) = CCOC1=N[C@@H](C)C(=O)O1.O=CF
Kohn-Sham gap = 10.60 eV

```
23
C7H10FNO4 | OMol25 | ωB97M-V/def2-TZVPD
F 4.06252 0.53264 -0.65793
O -1.67456 -2.65530 -0.16035
O 4.19228 -1.58791 -0.17694
O -1.25873 -0.52797 0.14890
O 0.04614 1.57080 0.06593
N 0.97977 -0.49229 -0.07951
C 3.87174 -0.51458 0.16045
C 0.58247 -1.84004 -0.04182
C 1.14945 -2.58445 1.20630
C -0.88924 -1.80673 -0.01315
C -0.06164 0.24029 0.00118
C -1.05452 2.47458 -0.10636
C -1.81720 2.17373 -1.39382
H -1.61780 2.54404 0.85733
H 0.57961 -3.45812 1.22785
H -2.40476 1.22370 -1.15542
H -2.37887 3.01609 -1.71816
H 3.49846 -0.08880 1.21363
H 1.04123 -2.37735 -0.91856
H -0.44544 3.46088 -0.16669
H 2.29841 -2.81294 1.19976
H -1.09882 2.02416 -2.22734
H 0.91303 -1.87844 2.05542
```

=====

[5]
Density functional theory data (ωB97M-V/def2-TZVPD) for 2 unconnected molecules or ions with the total composition C3H9NS2 in a non-equilibrium geometry.

Relative energy (zero: lowest compared OMol25 entry of this formula, charge and spin) = 35.49 kcal/mol
E_HOMO (spin up / spin down) = -13.51 / -13.47 eV
Multiplicity = 2
E_LUMO (spin up / spin down) = -0.168 / -0.306 Ha
Total energy = -970.4735 Eh
Net charge = +1
Kohn-Sham gap (spin up / spin down) = 8.92 / 5.14 eV

```
15
C3H9NS2 | OMol25 | ωB97M-V/def2-TZVPD
S -1.40002 1.59550 0.61753
S -3.13852 1.85185 1.63635
N 0.95845 -0.20490 -0.80304
C -0.63235 0.41874 1.72874
C 2.26455 -0.38823 -1.43789
C -0.01674 -0.79641 -1.29468
H 0.05503 -0.20452 1.15261
H -0.98163 -0.87609 -0.78766
H -3.42237 0.53961 1.59940
H 3.04624 -0.15379 -0.72732
H -0.09872 0.94932 2.50810
H 2.40767 -1.41546 -1.77158
H -1.39518 -0.23109 2.14337
H 0.00143 -1.33506 -2.24827
H 2.35214 0.25053 -2.31565
```

=====

[6]
Density functional theory data (ωB97M-V/def2-TZVPD) for a single C12H26N2O4 molecule.

Relative energy (zero: lowest compared OMol25 entry of this formula, charge and spin) = 75.78 kcal/mol
E_HOMO = -8.64 eV
E_LUMO = 0.036 Ha
Total energy = -883.2245 Eh
Structure (SMILES) = C1COCCNCCOCCOCCOCCN1
Kohn-Sham gap = 9.62 eV

```
44
C12H26N2O4 | OMol25 | ωB97M-V/def2-TZVPD
O 0.24049 -1.31263 -1.65075
O 0.93275 1.57291 -2.35995
O -0.19549 3.15956 0.06102
O -1.34967 -2.00672 1.47662
N -3.20801 1.04056 0.61487
N 1.36271 -1.09178 1.02947
C 1.35802 2.80607 -1.82637
C 1.82667 0.49709 -2.17374
C 1.14314 2.94841 -0.30917
C 0.68829 -2.45006 -0.94317
C -1.98428 -0.77996 1.78173
C -0.34505 -2.41201 2.37629
C -2.71143 -0.32558 0.51505
C -1.06249 2.07910 -0.23452
C 1.11764 -0.78743 -2.62129
C 1.77430 -2.13039 0.09716
C -2.21528 2.08688 0.78213
C 0.92583 -1.52560 2.33893
H -2.73308 3.04582 0.71580
H -2.02643 -0.48367 -0.33238
H -1.45255 2.16716 -1.25789
H 0.76004 3.56505 -2.33775
H 1.05777 -3.21555 -1.64142
H -2.68980 -0.90976 2.61477
H -0.72941 -2.44381 3.40648
H 1.86247 -1.53710 -2.91278
H -1.24506 -0.02906 2.07731
H 0.61430 -0.56588 0.58318
H 2.42071 2.97338 -2.05457
H -0.51058 1.13492 -0.16789
H -3.75279 1.23381 -0.21966
H 1.54354 2.06142 0.20646
H 1.74161 -2.08223 2.80863
H -0.20765 -2.81961 -0.43845
H 0.76072 -0.62009 2.93022
H -1.79412 2.01766 1.78846
H 2.03476 -3.04292 0.63777
H 1.68029 3.83281 0.04195
H -0.09773 -3.43079 2.06572
H 2.67681 -1.77954 -0.42069
H 2.72737 0.65516 -2.79010
H 2.13401 0.41191 -1.12492
H -3.57754 -0.97326 0.36002
H 0.50424 -0.53423 -3.49257
```

=====

[7]
Density functional theory data (ωB97M-V/def2-TZVPD) for a single C6H12N2 molecule in a non-equilibrium geometry.

Relative energy (zero: lowest compared OMol25 entry of this formula, charge and spin) = 91.53 kcal/mol
E_HOMO = -8.65 eV
E_LUMO = 0.021 Ha
Total energy = -345.1820 Eh
Structure (SMILES) = C=NC(=C)C[C@H](C)N
Kohn-Sham gap = 9.22 eV

```
20
C6H12N2 | OMol25 | ωB97M-V/def2-TZVPD
N 1.66094 0.53270 0.54215
N 0.03830 -1.63771 -1.61475
C -2.32668 -1.12948 -1.09340
C -0.48656 -0.50219 0.57644
C -0.09963 1.58433 1.99933
C 2.26129 1.55699 -0.09627
C -0.88011 -0.76777 -0.99034
C 0.41380 0.71038 1.19242
H 3.28870 1.51015 -0.59842
H -3.04858 -0.27026 -0.65027
H -1.03986 1.58137 2.41732
H 0.51496 2.59369 2.13137
H -2.60117 -1.27423 -2.19848
H -0.40293 -2.53221 -1.33557
H 0.12301 -1.26608 1.03106
H -1.52703 -0.41024 1.09024
H -0.74862 0.33943 -1.47556
H -2.58187 -2.10821 -0.59709
H 1.82814 2.58363 -0.21300
H 1.00788 -1.72551 -1.62245
```

=====

Repeat the sixth record exactly.
Density functional theory data (ωB97M-V/def2-TZVPD) for a single C12H26N2O4 molecule.

Relative energy (zero: lowest compared OMol25 entry of this formula, charge and spin) = 75.78 kcal/mol
E_HOMO = -8.64 eV
E_LUMO = 0.036 Ha
Total energy = -883.2245 Eh
Structure (SMILES) = C1COCCNCCOCCOCCOCCN1
Kohn-Sham gap = 9.62 eV

```
44
C12H26N2O4 | OMol25 | ωB97M-V/def2-TZVPD
O 0.24049 -1.31263 -1.65075
O 0.93275 1.57291 -2.35995
O -0.19549 3.15956 0.06102
O -1.34967 -2.00672 1.47662
N -3.20801 1.04056 0.61487
N 1.36271 -1.09178 1.02947
C 1.35802 2.80607 -1.82637
C 1.82667 0.49709 -2.17374
C 1.14314 2.94841 -0.30917
C 0.68829 -2.45006 -0.94317
C -1.98428 -0.77996 1.78173
C -0.34505 -2.41201 2.37629
C -2.71143 -0.32558 0.51505
C -1.06249 2.07910 -0.23452
C 1.11764 -0.78743 -2.62129
C 1.77430 -2.13039 0.09716
C -2.21528 2.08688 0.78213
C 0.92583 -1.52560 2.33893
H -2.73308 3.04582 0.71580
H -2.02643 -0.48367 -0.33238
H -1.45255 2.16716 -1.25789
H 0.76004 3.56505 -2.33775
H 1.05777 -3.21555 -1.64142
H -2.68980 -0.90976 2.61477
H -0.72941 -2.44381 3.40648
H 1.86247 -1.53710 -2.91278
H -1.24506 -0.02906 2.07731
H 0.61430 -0.56588 0.58318
H 2.42071 2.97338 -2.05457
H -0.51058 1.13492 -0.16789
H -3.75279 1.23381 -0.21966
H 1.54354 2.06142 0.20646
H 1.74161 -2.08223 2.80863
H -0.20765 -2.81961 -0.43845
H 0.76072 -0.62009 2.93022
H -1.79412 2.01766 1.78846
H 2.03476 -3.04292 0.63777
H 1.68029 3.83281 0.04195
H -0.09773 -3.43079 2.06572
H 2.67681 -1.77954 -0.42069
H 2.72737 0.65516 -2.79010
H 2.13401 0.41191 -1.12492
H -3.57754 -0.97326 0.36002
H 0.50424 -0.53423 -3.49257
```